# C11H15N

A 2-piece molecular cluster, C11H15N overall at a distorted geometry (wB97M-V/def2-TZVPD, OMol25).

Cartesian coordinates (Å):
C: 1.15152 1.84770 2.79530
C: 1.85769 2.77990 1.75856
H: 1.30722 0.77747 2.65658
H: 1.42477 2.07374 3.82726
H: 0.09646 2.11046 2.73647
H: 2.15340 3.69348 2.25482
H: 1.24428 2.83907 0.86599
H: 2.75612 2.25762 1.42910
C: 1.24110 -0.99377 -2.91375
C: -0.46101 -0.76791 -1.01253
C: 0.13486 -1.48704 -2.04539
C: -1.35049 -1.69888 -0.34073
C: -0.41186 -2.80583 -2.01919
C: -1.17601 0.91857 0.44790
C: -2.08799 0.05715 1.07138
C: -0.38810 0.58801 -0.63457
C: -2.19273 -1.25698 0.65907
N: -1.28747 -2.91224 -1.00759
H: -1.09190 1.92228 0.84868
H: -2.77541 0.51063 1.77239
H: 0.26557 1.28160 -1.11929
H: -3.01294 -1.85852 1.03827
H: 1.06128 -1.24707 -3.95808
H: 2.18794 -1.39899 -2.55425
H: -0.05221 -3.56206 -2.70368
H: -1.83388 -3.76407 -0.96795
H: 1.23979 0.09565 -2.88477

Atomic forces in eV per Å
-0.21 1.01 -0.07
0.40 -2.14 0.82
-0.11 0.10 -0.29
0.28 0.03 -0.13
-0.25 -0.46 0.21
-0.25 0.46 -0.47
-0.14 0.73 -0.02
0.30 0.29 0.01
-0.86 0.19 -0.15
-0.71 -1.26 0.19
0.62 0.26 -0.03
-0.34 2.09 0.28
0.53 0.78 0.29
0.24 1.21 0.35
0.56 0.92 -0.80
-0.55 -1.21 1.02
-0.64 -1.20 -0.33
0.97 -1.14 -1.92
-0.18 0.01 -0.17
0.07 -0.36 0.26
0.19 0.31 -0.16
0.31 -0.21 0.11
0.25 -0.32 -0.01
0.09 0.08 -0.20
-0.63 -0.45 0.26
-0.26 0.35 0.80
0.33 -0.06 0.15

Its multiplicity is 2. The maximum force is 2.43 eV/Å. As for the total charge: +1. As for the expectation value of S²: 0.78. Its energy above the lowest of the compared OMol25 structures with the same formula, charge and spin is 45.1 kJ/mol. The gap between HOMO and LUMO (alpha / beta) comes out at 9.306 / 6.415 eV. The value obtained for the LUMO energy (alpha / beta) is -3.7 / -7.0 eV.

Results of the Löwdin charge analysis, in e, for atoms 1 through 5: C -0.163; C -0.140; H 0.060; H 0.064; H 0.037